Entry 1:
Formula: C5H12Si
Source: OMol25
Level of theory: ωB97M-V/def2-TZVPD

```
18
Properties=species:S:1:pos:R:3
C 0.193 0.331 -1.433
C -0.696 0.535 -0.404
C -1.525 -0.660 -0.145
Si -0.652 2.392 0.606
H 0.760 1.221 -1.733
H 0.190 -0.542 -2.033
H -1.373 -1.494 -0.789
H -2.549 -0.439 0.056
H -1.182 -0.978 0.801
H 0.627 2.446 1.241
H -1.903 2.745 1.293
H -0.731 3.215 -0.620
C 2.110 -1.290 0.409
C 0.863 -1.665 0.619
H 2.520 -0.786 1.216
H 2.450 -1.195 -0.527
H 0.547 -1.655 1.622
H 0.352 -2.183 -0.178
```

Summary:
F_max	0.084	Eh/bohr
E	-487.04149	a.u.
Kohn-Sham gap	9.6	eV
E_LUMO	0.893	eV
HOMO level	-8.69	eV

=====

Entry 2:
Formula: C5H12Si
Source: OMol25
Level of theory: ωB97M-V/def2-TZVPD

```
18
Properties=species:S:1:pos:R:3
C 2.780 0.581 0.067
C 1.863 -0.352 -0.718
Si 0.007 -0.471 0.495
C -0.980 1.217 0.678
C -1.509 0.297 -0.493
C -2.825 -0.396 -0.314
H 2.347 1.549 0.116
H 3.098 0.126 0.964
H 3.614 0.598 -0.627
H 2.150 -1.456 -0.522
H 1.651 -0.159 -1.746
H -0.299 -1.629 1.420
H -0.398 2.091 0.395
H -1.648 1.491 1.378
H -1.292 0.602 -1.498
H -2.743 -0.987 -1.164
H -3.630 0.350 -0.493
H -3.007 -0.906 0.611
```

Summary:
F_max	0.113	Eh/bohr
E	-487.08416	a.u.
Kohn-Sham gap	9.1	eV
E_LUMO	1.023	eV
HOMO level	-8.05	eV

=====

Entry 3:
Formula: C5H12Si
Source: OMol25
Level of theory: ωB97M-V/def2-TZVPD

```
18
Properties=species:S:1:pos:R:3
C -4.927 -0.974 -0.592
Si -3.258 -0.581 -0.038
H -4.955 -0.848 -1.683
H -5.658 -0.758 0.134
H -2.289 -0.060 -0.914
H -2.585 -0.843 1.411
C 1.192 -0.418 -1.554
C 1.787 0.477 -0.477
C 1.915 0.181 0.792
C 2.803 1.038 1.714
H 0.692 -1.323 -0.952
H 0.496 0.235 -2.032
H 2.028 -0.572 -2.124
H 2.346 1.457 -0.673
H 1.507 -0.661 1.136
H 3.855 0.734 1.626
H 2.599 1.994 1.526
H 2.453 0.921 2.699
```

Summary:
F_max	0.095	Eh/bohr
E	-487.01678	a.u.
Kohn-Sham gap	8.5	eV
E_LUMO	0.040	eV
HOMO level	-8.47	eV

=====

Entry 4:
Formula: C5H12Si2
Source: OMol25
Level of theory: ωB97M-V/def2-TZVPD

```
19
Properties=species:S:1:pos:R:3
C 3.569 0.669 -2.132
C 2.520 0.902 -1.622
Si 0.860 1.358 -0.919
Si -0.383 -0.213 0.367
C -1.930 0.805 0.829
C -1.243 -1.720 -0.688
C 0.365 -0.831 2.000
H 4.501 0.509 -2.574
H 0.844 2.591 0.048
H 0.179 1.710 -2.295
H -1.532 1.873 1.239
H -2.600 0.906 -0.075
H -2.451 0.233 1.625
H -1.245 -2.618 -0.059
H -2.293 -1.470 -0.900
H -0.656 -1.937 -1.727
H 1.280 -1.414 1.782
H 0.643 0.110 2.570
H -0.427 -1.461 2.531
```

Summary:
F_max	0.058	Eh/bohr
E	-776.60455	a.u.
Kohn-Sham gap	10.3	eV
E_LUMO	0.761	eV
HOMO level	-9.50	eV

=====

Entry 5:
Formula: C5H13AgO3
Source: OMol25
Level of theory: ωB97M-V/def2-TZVPD

```
22
Properties=species:S:1:pos:R:3
C -0.978 -0.289 0.944
O -0.457 -0.424 -0.336
C -0.586 0.701 -1.171
C 0.629 0.809 -2.057
O 0.892 -0.426 -2.674
C 1.921 -0.362 -3.627
H -1.362 -1.299 1.155
H -1.769 0.472 1.068
H -0.663 1.623 -0.566
H -1.499 0.608 -1.787
H 1.496 1.130 -1.451
H 0.441 1.586 -2.821
H 2.864 -0.005 -3.178
H 2.081 -1.374 -4.018
H 1.650 0.310 -4.461
Ag 1.033 0.537 1.946
O -0.299 -0.665 3.018
H 0.289 -1.443 3.043
C -1.253 -0.445 4.063
H -0.976 -1.085 4.904
H -1.210 0.594 4.402
H -2.243 -0.552 3.605
```

Summary:
F_max	0.075	Eh/bohr
E	-570.55920	a.u.
Kohn-Sham gap (spin up / spin down)	7.0 / 7.4	eV
E_LUMO (spin up / spin down)	-4.983 / -5.387	eV
spin multiplicity	2
net charge	+1
HOMO level (spin up / spin down)	-12.01 / -12.81	eV

=====

Entry 6:
Formula: C5H13BBr5ClOP
Source: OMol25
Level of theory: ωB97M-V/def2-TZVPD

```
27
Properties=species:S:1:pos:R:3
C -1.802 -2.957 0.735
B -1.244 -1.501 1.319
O -1.937 -0.729 2.401
P 0.388 -0.817 0.590
Cl -0.029 0.341 -1.141
Br 1.869 -2.433 -0.001
H -0.863 -3.637 0.571
H -2.602 -3.433 1.480
H -2.268 -2.758 -0.333
H -1.847 0.247 2.111
H 1.014 -0.009 1.605
Br -2.741 -0.017 -5.901
C -0.945 -0.072 -5.142
C -0.541 -1.486 -4.795
Br -1.403 -2.082 -3.150
H -0.940 0.605 -4.285
H -0.294 0.334 -5.924
H 0.533 -1.540 -4.589
H -0.795 -2.213 -5.571
Br 0.132 2.743 2.641
C 1.481 2.593 4.041
C 2.652 3.510 3.774
Br 3.814 2.784 2.385
H 1.760 1.538 4.104
H 0.967 2.883 4.963
H 3.287 3.592 4.661
H 2.355 4.511 3.450
```

Summary:
F_max	0.104	Eh/bohr
E	-13969.78649	a.u.
Kohn-Sham gap	6.8	eV
E_LUMO	-5.669	eV
net charge	+1
HOMO level	-12.47	eV